Entry 1:
Below is a cluster of 2 separate species, C4H8NO2 in total at a distorted geometry, with properties calculated with ωB97M-V/def2-TZVPD.

Positions of all 15 atoms, in Å:
C -0.80163 0.03434 -0.39570
C 0.12927 1.62309 0.67123
C 1.01130 -1.19554 0.66592
C -1.37007 -1.08260 0.37255
N -0.11339 -1.22426 -0.21892
O 0.47097 2.84171 -1.39096
O 0.48328 2.61604 0.09295
H 1.83281 -1.82006 0.29005
H 1.48156 -0.12520 0.72712
H 0.68929 -1.41856 1.68039
H -1.03331 0.46298 -1.28880
H -2.11373 -1.66303 0.00515
H -1.43035 -0.94180 1.39931
H -0.06775 -1.77247 -1.04596
H 0.83177 3.66538 -1.56434

Values from the calculation:
Calculated total energy in eV: -9846.9541
Energy above the lowest of the compared OMol25 structures with the same formula, charge and spin in kJ/mol: 904.7
Lowest unoccupied orbital energy (spin up / spin down) in hartree: -0.1762 / -0.1761
HOMO-LUMO gap (spin up / spin down) in hartree: 0.3119 / 0.3120
Total charge: +1
HOMO energy (spin up / spin down) in eV: -13.28 / -13.28

---

Entry 2:
Below is the ion C4H13N2 with charge +1 at a distorted geometry, with properties calculated with ωB97M-V/def2-TZVPD.

Positions of all 19 atoms, in Å:
C -1.82810 1.45511 -0.10446
C -0.59920 0.70648 0.42011
N 0.59668 1.14590 -0.42259
C -0.68910 -0.83662 0.29354
C 0.51621 -1.56875 -0.29716
N 1.76650 -1.02881 0.22653
H -2.75071 1.07596 0.32808
H -1.65932 2.51624 0.05338
H -1.93786 1.21375 -1.16767
H -0.36466 1.03062 1.42958
H 1.31837 0.40388 -0.29343
H 0.34595 1.28226 -1.40692
H 0.95497 2.05921 -0.17009
H -0.87595 -1.25813 1.28063
H -1.57697 -1.07948 -0.29074
H 0.57586 -1.58479 -1.38518
H 0.40579 -2.62013 -0.02438
H 2.62990 -1.18697 -0.26460
H 1.91281 -1.35273 1.16677

Values from the calculation:
Calculated total energy in eV: -7332.8615
Energy above the lowest of the compared OMol25 structures with the same formula, charge and spin in kJ/mol: 60.4
SMILES: C[C@H]([NH3+])CCN
Lowest unoccupied orbital energy in hartree: -0.1120
HOMO-LUMO gap in hartree: 0.4152
Total charge: +1
HOMO energy in eV: -14.34

---

Entry 3:
Below is a structure of composition C27H16Cl2MoN6OS5 at a distorted geometry, with properties calculated with ωB97M-V/def2-TZVPD.

Positions of all 58 atoms, in Å:
Mo 0.32180 -0.08680 0.24620
C -3.68030 -0.81430 -1.19900
C -3.77200 -0.25420 -2.47600
C -2.62590 0.21870 -3.04890
C -1.38850 0.14870 -2.36700
N -1.31960 -0.35370 -1.08920
C -2.46260 -0.81180 -0.55760
N -0.33370 0.53270 -3.08160
C 0.91430 0.34530 -2.70580
N 1.33690 -0.20490 -1.52030
C 2.67520 -0.47590 -1.61030
N 3.38280 -1.14910 -0.71430
C 2.74730 -1.91670 0.16670
C 3.52490 -2.64890 1.09840
C 2.94170 -3.63000 1.84620
C 1.60500 -3.96790 1.59110
C 0.88800 -3.17650 0.72560
N 1.39140 -2.10930 0.10200
C 3.16610 -0.00970 -2.87060
C 4.42310 -0.02280 -3.46880
C 4.54010 0.44360 -4.75980
C 3.42380 0.91200 -5.46880
C 2.17230 0.93640 -4.89050
C 2.04060 0.49160 -3.58040
H -4.55450 -1.18150 -0.68580
H -4.72260 -0.18500 -2.98870
H -2.61010 0.67320 -4.02750
H -2.39170 -1.22310 0.44520
H 4.55950 -2.36940 1.20510
H 3.49800 -4.16170 2.60680
H 1.13090 -4.79860 2.09380
H -0.15470 -3.39100 0.51630
H 5.27710 -0.39900 -2.92640
H 5.50730 0.44800 -5.24890
H 3.55950 1.25160 -6.48920
H 1.30030 1.28170 -5.42690
Cl -0.87900 -2.99790 4.19390
C -1.10360 -1.29460 3.99530
C -1.50020 -0.51810 5.07080
C -1.70670 0.83760 4.87410
Cl -2.17430 1.77260 6.26260
C -1.56340 1.46180 3.63550
C -1.77660 2.85740 3.34420
C -1.77530 3.24490 2.06190
C -1.65170 2.25350 0.96170
N -0.89690 1.08400 1.29810
C -1.12300 0.65400 2.57190
C -0.86650 -0.72790 2.74120
O -0.48420 -1.36410 1.68520
H -1.64050 -0.96720 6.04210
H -1.92630 3.55180 4.15880
H -1.97680 4.26590 1.77880
H -1.26980 2.69070 0.03300
S 2.00840 0.21900 2.04500
S 2.85750 2.08750 2.04680
S 1.40080 3.28050 1.18530
S 1.06380 2.35450 -0.58440
S -3.41150 1.82400 0.60400

Values from the calculation:
Calculated total energy in eV: -120327.5966
Energy above the lowest of the compared OMol25 structures with the same formula, charge and spin in kJ/mol: 140.5
Lowest unoccupied orbital energy (spin up / spin down) in hartree: 0.1271 / 0.1268
HOMO-LUMO gap (spin up / spin down) in hartree: 0.1560 / 0.1555
Total charge: -2
HOMO energy (spin up / spin down) in eV: -0.78 / -0.78

---

Entry 4:
Below is a cluster of 7 separate species, C38H81BrCl3FN2O19PS2 in total at a distorted geometry, with properties calculated with ωB97M-V/def2-TZVPD.

Positions of all 148 atoms, in Å:
C 0.31440 5.89219 -3.10123
C -1.00356 5.12865 -3.70097
C -2.39975 5.36041 -2.88525
Br -3.82783 5.30739 -4.35230
C -2.79645 4.24228 -1.76985
S -4.59184 3.73025 -2.19969
O -2.09075 2.98098 -1.97931
C -0.91416 2.78135 -1.16854
C -1.17695 2.58730 0.47787
C 0.22050 3.11410 1.15061
Cl 0.44646 4.47732 2.44110
C 1.58216 2.51224 0.83168
C 1.83882 1.24608 -0.15544
Cl 3.18174 3.16211 1.61228
N -1.44651 1.16737 0.71433
C -0.79198 0.36737 1.74070
C -0.40132 -1.21278 1.31617
O -0.40466 0.61144 2.99236
C -2.28929 0.37206 -0.19846
C -1.90794 -0.43228 -1.58032
O -3.60191 0.24662 0.15777
N -2.41321 3.43854 0.72609
P -2.95309 3.68667 2.39225
O -2.06251 2.96886 3.64746
O -4.56079 2.94758 2.61133
C -2.58543 4.66652 -0.19796
Cl -1.22848 5.95418 -0.04861
S -4.05094 5.77002 0.34332
O -5.36214 5.06216 0.64401
O -4.35406 6.82098 -0.79773
F -3.62469 6.78660 1.70415
H 0.09198 6.81611 -2.41576
H 0.98219 6.21144 -4.03788
H 1.01280 5.14573 -2.48432
H -1.18013 5.60458 -4.78336
H -0.70230 4.01769 -3.90338
H -2.43082 6.47780 -2.53324
H -5.47481 4.79299 -1.97617
H -0.36024 1.85050 -1.64890
H -0.16977 3.69374 -1.36894
H 2.26337 1.67873 -1.18237
H 0.91817 0.58895 -0.42783
H 2.73305 0.60093 0.29433
H 0.43942 -1.65734 2.03221
H 0.03022 -1.28885 0.23103
H -1.33562 -1.93043 1.45473
H -0.76677 -0.31595 -1.89846
H -2.51747 0.11114 -2.45117
H -2.27968 -1.54189 -1.56845
H -3.22189 2.84220 0.34587
H -2.44061 2.03195 3.79821
H -4.95330 2.71862 1.71867
C 2.94563 3.37361 -7.65701
O 2.24995 3.60676 -6.43759
C 2.27858 2.46708 -5.57234
C 3.29486 2.65460 -4.44200
O 4.63449 2.65200 -4.94237
C 5.18577 3.96199 -5.01492
H 3.04634 4.32680 -8.18397
H 3.94533 2.96389 -7.48193
H 2.36964 2.68642 -8.28666
H 2.48444 1.54861 -6.13824
H 1.27928 2.37605 -5.13517
H 3.21203 1.80900 -3.75123
H 3.08893 3.57149 -3.87669
H 5.39707 4.33197 -4.00772
H 4.51298 4.65523 -5.52999
H 6.12478 3.91039 -5.57221
C -10.61342 5.93407 2.27914
O -9.55102 4.98718 2.28030
C -8.32533 5.54918 1.80052
C -7.37108 5.86606 2.95580
O -7.86774 6.93906 3.76016
C -8.43535 6.47961 4.98162
H -11.45907 5.50384 2.82336
H -10.32351 6.86983 2.76722
H -10.92827 6.13645 1.24939
H -8.51447 6.44237 1.19008
H -7.86099 4.79460 1.15785
H -6.41381 6.19737 2.53998
H -7.18190 4.97401 3.56499
H -7.64322 6.13625 5.65290
H -9.15423 5.67115 4.81389
H -8.95670 7.31553 5.45535
C 5.64900 5.44608 2.15672
O 6.71140 4.49918 2.15788
C 7.93709 5.06118 1.67811
C 8.89134 5.37806 2.83338
O 8.39468 6.45107 3.63774
C 7.82707 5.99161 4.85921
H 4.80335 5.01585 2.70095
H 5.93891 6.38184 2.64480
H 5.33415 5.64846 1.12698
H 7.74795 5.95437 1.06767
H 8.40143 4.30660 1.03544
H 9.84861 5.70938 2.41756
H 9.08052 4.48601 3.44258
H 8.61920 5.64826 5.53049
H 7.10819 5.18315 4.69147
H 7.30572 6.82753 5.33294
C 4.10735 -6.21555 1.11084
O 3.22460 -6.58336 2.16477
C 2.99978 -5.50786 3.08189
C 1.63516 -4.85392 2.84562
O 1.60147 -4.15948 1.59598
C 0.89682 -4.88475 0.59463
H 4.08990 -7.00604 0.35504
H 3.80662 -5.27471 0.63934
H 5.12860 -6.12535 1.49734
H 3.80722 -4.76568 3.02337
H 3.01290 -5.94073 4.08711
H 1.46281 -4.10791 3.62846
H 0.82894 -5.59500 2.90456
H -0.17525 -4.86865 0.81003
H 1.24476 -5.92049 0.52612
H 1.06693 -4.39653 -0.36854
C -3.54265 -9.00109 1.46125
O -2.48025 -9.94798 1.46241
C -1.25455 -9.38598 0.98263
C -0.30031 -9.06910 2.13791
O -0.79697 -7.99610 2.94227
C -1.36458 -8.45555 4.16373
H -4.38830 -9.43131 2.00547
H -3.25274 -8.06532 1.94933
H -3.85750 -8.79871 0.43150
H -1.44370 -8.49279 0.37219
H -0.79022 -10.14056 0.33996
H 0.65696 -8.73778 1.72209
H -0.11113 -9.96115 2.74710
H -0.57245 -8.79890 4.83501
H -2.08346 -9.26401 3.99600
H -1.88593 -7.61963 4.63746
C -0.05723 -9.77211 -3.78802
O 1.00517 -10.71900 -3.78686
C 2.23086 -10.15700 -4.26663
C 3.18510 -9.84012 -3.11136
O 2.68845 -8.76712 -2.30700
C 2.12084 -9.22657 -1.08554
H -0.90288 -10.20234 -3.24379
H 0.23268 -8.83635 -3.29994
H -0.37208 -9.56973 -4.81777
H 2.04172 -9.26381 -4.87707
H 2.69520 -10.91158 -4.90930
H 4.14238 -9.50881 -3.52718
H 3.37429 -10.73217 -2.50216
H 2.91297 -9.56993 -0.41425
H 1.40196 -10.03503 -1.25327
H 1.59949 -8.39065 -0.61181

Values from the calculation:
Calculated total energy in eV: -223860.5756
Lowest unoccupied orbital energy in hartree: -0.1745
HOMO-LUMO gap in hartree: 0.2136
Total charge: +1
HOMO energy in eV: -10.56

---

Entry 5:
Below is the ion C14H23ClNO4 with charge +1 at a distorted geometry, with properties calculated with ωB97M-V/def2-TZVPD.

Positions of all 43 atoms, in Å:
C 2.36500 0.48924 -5.07162
C 1.91474 -0.46505 -4.01626
C 0.96131 -0.10673 -3.07934
C 0.53378 -0.99487 -2.09600
O -0.41995 -0.48867 -1.23223
C -0.96139 -1.30447 -0.22330
C -0.06024 -1.36607 1.03515
O -0.81140 -1.72135 2.17215
C 0.56532 -0.00438 1.38119
N -0.47391 0.93534 1.86563
C -1.01061 1.81587 0.80002
C -2.49267 2.08322 1.06604
O -3.08384 0.81782 1.26674
C -0.06046 1.67578 3.08103
C -0.37757 0.80349 4.30703
O -1.74768 0.49348 4.30360
C 1.07133 -2.27026 -2.04008
C 2.02510 -2.64526 -2.97298
C 2.44406 -1.75627 -3.94489
Cl 3.64078 -2.25759 -5.08523
H 2.16486 0.07530 -6.05851
H 3.43966 0.64919 -4.99946
H 1.85568 1.44381 -4.97912
H 0.52032 0.87779 -3.10762
H -1.91671 -0.84452 0.05241
H -1.16404 -2.31590 -0.59071
H 0.76763 -2.07072 0.87000
H -1.24167 -2.57323 2.04870
H 1.28753 -0.17096 2.18061
H 1.08016 0.41602 0.51702
H -1.27597 0.33258 2.17542
H -0.91920 1.29690 -0.15588
H -0.43752 2.74270 0.75952
H -2.63395 2.71847 1.95126
H -2.92346 2.59828 0.20054
H -4.03325 0.90677 1.39492
H -0.64301 2.59708 3.14202
H 0.99757 1.93269 3.02428
H 0.15132 -0.15103 4.23805
H -0.06108 1.31319 5.22011
H -2.24551 1.12041 4.83774
H 0.76484 -2.99004 -1.29844
H 2.44408 -3.63805 -2.93954

Values from the calculation:
Calculated total energy in eV: -37087.2846
Energy above the lowest of the compared OMol25 structures with the same formula, charge and spin in kJ/mol: 0.0
SMILES: Cc1cc(OC[C@H](O)C[NH+](CCO)CCO)ccc1Cl
Lowest unoccupied orbital energy in hartree: -0.0851
HOMO-LUMO gap in hartree: 0.3173
Total charge: +1
HOMO energy in eV: -10.95